1.
Density functional theory data (ωB97M-V with the def2-TZVPD basis set) for C38H65BBaF4N3O16 as an isolated structure at a distorted geometry.

Last column: Löwdin charge in e.
Geometry (Å):
Ba -1.98998 -3.31231 0.93764  2.1947
B -0.49291 -0.69372 0.89978  -1.4475
F -1.68079 -0.59077 1.65180  0.0540
F 0.23582 -1.58939 1.60984  0.1233
F -0.81798 -1.30242 -0.34356  0.0159
F 0.12730 0.52719 0.84026  0.1824
C 4.19739 0.91412 -2.04568  -0.0697
C 2.94939 0.63579 -1.50048  -0.0719
C 1.92237 0.14742 -2.31612  0.0038
C 2.17184 -0.06658 -3.66826  -0.1275
C 3.38988 0.31856 -4.23078  0.0042
C 4.39993 0.80585 -3.42848  -0.0520
N 1.16046 -0.73801 -4.51198  -0.3400
O 0.10320 -1.00970 -4.00496  0.0511
O 1.47566 -1.04226 -5.65266  0.0931
H 5.02444 1.23404 -1.42662  0.1164
H 2.85463 0.77064 -0.43210  0.1034
H 0.96979 -0.16521 -1.90929  0.0974
H 3.46553 0.31208 -5.30941  0.1231
H 5.33576 1.12692 -3.86287  0.1123
C -3.43379 3.17695 0.99595  -0.0772
C -4.09521 4.41270 1.03586  -0.0660
C -3.85028 5.23082 2.11342  -0.0170
C -2.91139 4.91296 3.07403  -0.1359
C -2.24461 3.68744 3.00140  0.0134
C -2.52699 2.78725 1.96140  -0.0526
N -2.71375 5.76715 4.25965  -0.3478
O -1.74091 5.57252 4.95180  0.0855
O -3.58045 6.60331 4.50460  0.0776
H -3.62564 2.50393 0.16814  0.0943
H -4.83238 4.70645 0.30378  0.1124
H -4.36004 6.18507 2.08842  0.1243
H -1.48474 3.45306 3.73388  0.1168
H -2.12560 1.78551 1.97911  0.0869
C 3.65827 -2.07917 2.81799  -0.0698
C 4.72969 -2.89483 3.21518  -0.0608
C 5.81413 -3.12668 2.39569  -0.0083
C 5.88271 -2.48149 1.17905  -0.1464
C 4.91762 -1.56157 0.82245  0.0113
C 3.78072 -1.37248 1.62906  -0.0670
N 7.01367 -2.69419 0.25320  -0.3520
O 7.36320 -3.85521 0.10987  0.0880
O 7.51319 -1.74897 -0.31916  0.0964
H 2.74169 -1.92721 3.37075  0.0956
H 4.67468 -3.37582 4.18246  0.1071
H 6.62128 -3.75371 2.74749  0.1276
H 5.02631 -0.94002 -0.05532  0.0991
H 2.97647 -0.70769 1.34608  0.0932
C 4.65033 4.93978 -4.18093  -0.1054
O 3.49313 5.38215 -3.48385  -0.1685
C 3.56142 5.13514 -2.08466  -0.1851
C 2.44925 4.18453 -1.70574  -0.1859
O 2.19788 4.01177 -0.32300  -0.1842
C 0.98079 3.58444 0.15767  -0.1308
H 4.99828 3.94741 -3.87740  0.0694
H 5.53131 5.55901 -3.98669  0.0874
H 4.47046 4.92792 -5.25368  0.0884
H 3.31448 6.10263 -1.63967  0.1301
H 4.54068 4.85735 -1.69319  0.1288
H 2.53684 3.18270 -2.14118  0.1038
H 1.46859 4.48793 -2.09345  0.1240
H 0.46110 2.85383 -0.47220  0.0577
H 0.32079 4.45605 0.23751  0.0844
H 1.10450 3.08889 1.11992  0.0892
C 0.40619 -6.63506 1.27422  -0.0494
O 0.12084 -5.39492 1.93931  -0.2841
C 0.10828 -5.46033 3.36092  -0.1798
C 0.09024 -4.05779 3.98316  -0.1754
O -0.93621 -3.21711 3.46005  -0.3547
C -1.04609 -2.04422 4.25855  -0.0893
H 1.37485 -6.95202 1.66664  0.1002
H 0.46661 -6.48064 0.20064  0.0901
H -0.33890 -7.37834 1.56371  0.0953
H 1.03562 -5.84898 3.79393  0.1371
H -0.71213 -6.08757 3.71639  0.1330
H 1.08024 -3.60038 3.94254  0.1244
H -0.11970 -4.25490 5.03883  0.1338
H -1.10871 -2.34778 5.30723  0.1038
H -1.98341 -1.51949 4.08319  0.0792
H -0.23432 -1.32988 4.12394  0.1069
C -4.24718 -3.02346 4.00835  -0.0642
O -4.05936 -2.59092 2.64882  -0.3391
C -5.15583 -1.85468 2.16476  -0.1972
C -4.79028 -1.00652 0.93107  -0.1798
O -4.08322 -1.77273 -0.04118  -0.3278
C -3.91610 -1.00888 -1.22792  -0.0688
H -5.23551 -3.42275 4.23231  0.1045
H -4.09527 -2.11859 4.60213  0.0987
H -3.45954 -3.70348 4.32664  0.0882
H -5.61746 -1.18424 2.89614  0.1398
H -6.00915 -2.49943 1.92581  0.1351
H -4.13567 -0.21968 1.31507  0.1202
H -5.71404 -0.56349 0.55621  0.1431
H -3.60110 0.00456 -0.96741  0.0849
H -4.89302 -0.87396 -1.69975  0.1072
H -3.21171 -1.46752 -1.91769  0.0927
C 1.65136 -3.45565 0.07013  -0.1048
O 0.37326 -3.73633 -0.46298  -0.3439
C 0.39688 -3.59848 -1.91155  -0.1448
C -0.82051 -4.25603 -2.53151  -0.1597
O -2.00116 -4.09316 -1.73678  -0.3487
C -3.16713 -4.61673 -2.37693  -0.0755
H 1.68946 -3.55755 1.15314  0.0764
H 1.87365 -2.40822 -0.14155  0.0866
H 2.44199 -4.12785 -0.27377  0.1114
H 1.28762 -4.15809 -2.20442  0.1374
H 0.52053 -2.56076 -2.21871  0.1003
H -0.64904 -5.31282 -2.73688  0.1348
H -0.92886 -3.68988 -3.46080  0.1369
H -2.89653 -5.45358 -3.01982  0.0989
H -3.64925 -3.82672 -2.95795  0.0969
H -3.97413 -4.92901 -1.71176  0.0920
C -1.46452 1.71652 -2.27503  -0.0926
O -2.61489 2.44038 -2.69974  -0.1919
C -2.43873 3.71210 -3.26190  -0.1864
C -2.03478 4.73258 -2.20655  -0.2017
O -1.62861 5.98543 -2.74316  -0.1595
C -1.39690 6.93482 -1.74521  -0.1209
H -1.28608 0.89258 -2.96971  0.0774
H -1.59337 1.32934 -1.26595  0.0721
H -0.54158 2.29936 -2.32206  0.0727
H -3.39088 4.02529 -3.68863  0.1322
H -1.66501 3.58284 -4.02441  0.1334
H -1.23785 4.25624 -1.62490  0.0962
H -2.85992 4.88343 -1.50406  0.1087
H -1.18148 7.89164 -2.21729  0.0932
H -0.58555 6.72757 -1.03897  0.0819
H -2.27633 7.03602 -1.09868  0.0840

Properties
- Net charge: +1
- 2S+1: 1
- Total energy: -89920.718 eV
- Orbital gap: 8.079 eV

***

2.
Density functional theory data (ωB97M-V with the def2-TZVPD basis set) for a 10-piece molecular cluster, C38H66Cl10NO12 overall at a distorted geometry.

Last column: Löwdin charge in e.
Geometry (Å):
C 2.96026 2.03540 0.34087  -0.0774
C 1.65742 1.22146 0.50853  -0.2028
C 1.58472 0.76540 2.01215  -0.0926
N 0.25304 0.00202 2.38675  -0.1815
C 0.32426 -0.54761 3.88479  0.0290
C -0.03667 -1.25475 1.53860  -0.1175
C -1.42663 -0.99331 0.96006  -0.2060
C -2.15608 -0.12856 1.85536  -0.2058
C -1.05512 0.88648 2.26135  -0.1311
H 3.24913 2.19755 -0.69757  0.0609
H 3.73118 1.34361 0.68032  0.0574
H 2.84486 2.97978 0.87279  0.0850
H 1.51684 0.43061 -0.22828  0.0992
H 0.76302 1.76637 0.20649  0.0888
H 1.61229 1.56306 2.75450  0.1275
H 2.44442 0.17203 2.32347  0.0710
H 0.40624 0.32406 4.53408  0.1000
H 1.27839 -1.07406 3.90890  0.0413
H -0.59265 -1.13234 3.95870  0.0499
H -0.13794 -2.06766 2.25764  0.1060
H 0.71393 -1.54980 0.80537  0.0865
H -1.87700 -1.98166 0.86823  0.1264
H -1.34087 -0.67752 -0.07966  0.0415
H -2.63300 -0.65455 2.68239  0.0900
H -2.95418 0.43846 1.37617  0.0634
H -1.24884 1.54595 3.10733  0.0547
H -0.91451 1.48215 1.35941  0.0716
Cl -1.89774 0.51440 -2.21497  0.6073
C -2.71023 2.02989 -1.78469  -0.6473
C -4.10776 1.73487 -1.74075  -0.6686
Cl -4.59823 0.41068 -0.66278  0.6870
H -2.37723 2.77954 -2.50249  0.0711
H -2.44298 2.44496 -0.81288  0.0396
H -4.51691 1.61150 -2.74348  0.0905
H -4.64536 2.63741 -1.45004  0.0872
Cl 0.58638 -2.18339 -2.41688  0.5206
C 2.32276 -2.58620 -2.11930  -0.5892
C 2.50348 -3.93885 -2.82391  -0.7049
Cl 2.39805 -3.95046 -4.58975  0.5551
H 2.29814 -2.70799 -1.03641  0.0354
H 2.99730 -1.75751 -2.33465  0.0794
H 1.94192 -4.80138 -2.46502  0.0715
H 3.51909 -4.26657 -2.60200  0.0624
Cl -1.39967 7.72781 1.96500  0.6201
C -1.50535 6.03970 2.31373  -0.7405
C -2.47513 5.38503 1.36238  -0.6429
Cl -2.56352 3.67380 1.76022  0.6397
H -1.77814 5.88824 3.35812  0.0716
H -0.49277 5.63672 2.33307  0.0666
H -2.11225 5.30859 0.33740  0.0642
H -3.46437 5.83331 1.45491  0.0825
Cl -3.33417 1.25903 4.76709  0.5762
C -2.97197 0.72512 6.46032  -0.5932
C -3.40251 -0.73158 6.84904  -0.5917
Cl -2.62592 -1.87257 5.72185  0.5603
H -3.43446 1.51444 7.05293  0.0672
H -1.89180 0.65573 6.58881  0.0548
H -4.44164 -0.95365 6.60615  0.0604
H -3.11112 -0.95447 7.87545  0.0813
Cl 5.48883 -1.49732 0.64770  0.5672
C 5.57024 -1.74919 2.38252  -0.6444
C 4.55875 -2.85042 2.76141  -0.6486
Cl 2.91482 -2.44958 2.31257  0.6562
H 5.47015 -0.80932 2.92541  0.0758
H 6.54298 -2.19756 2.58459  0.0763
H 4.51225 -3.09958 3.82154  0.0544
H 4.89437 -3.79638 2.33641  0.0826
C 3.96122 2.46181 -6.43807  -0.1176
O 3.85182 3.46589 -5.43646  -0.1544
C 4.99614 3.32066 -4.65310  -0.2033
C 4.96446 4.27192 -3.33259  -0.1891
O 4.46886 5.50656 -3.75793  -0.1875
C 4.80983 6.56984 -2.86601  -0.0989
H 4.04655 1.44216 -6.06241  0.0818
H 4.80906 2.53224 -7.11948  0.0901
H 3.06703 2.39360 -7.05763  0.0870
H 5.93280 3.52713 -5.17092  0.1228
H 5.06274 2.33479 -4.19296  0.1100
H 5.91631 4.41310 -2.82060  0.1135
H 4.35767 3.79091 -2.56544  0.0922
H 5.88209 6.71119 -2.73049  0.0854
H 4.39618 6.34482 -1.88297  0.0789
H 4.39618 7.53952 -3.14300  0.0893
C 0.92030 4.59904 -2.13687  -0.1190
O -0.12910 4.41608 -3.03541  -0.1774
C 0.25834 3.55097 -4.11211  -0.1709
C -0.70111 3.65408 -5.32839  -0.1869
O -2.02906 3.23556 -5.10643  -0.2322
C -2.92296 3.25379 -6.22702  -0.0721
H 1.58654 3.73717 -2.09949  0.0699
H 0.59685 4.86045 -1.12932  0.0795
H 1.49955 5.45563 -2.48157  0.0912
H 0.56377 2.57633 -3.73147  0.1198
H 1.18303 3.87629 -4.58879  0.1108
H -0.25864 3.02472 -6.10055  0.1213
H -0.81987 4.65579 -5.74139  0.1288
H -3.87743 3.67727 -5.91440  0.0818
H -3.07560 2.17662 -6.29425  0.0904
H -2.51071 3.78307 -7.08610  0.0897
C 0.00126 -5.25202 4.46465  0.0718
C 1.07346 -4.66520 5.03664  -0.1945
C 2.43779 -5.32682 5.08131  -0.3410
O 3.45507 -4.71733 5.41024  0.0929
C 2.48212 -6.63349 4.66795  0.0386
C 1.38103 -7.26592 4.29494  -0.1462
C 0.00507 -6.68036 4.17810  -0.2817
O -0.97240 -7.28950 3.70209  0.1089
O 1.51500 -8.57433 3.78080  0.0877
O 1.01779 -3.35920 5.41258  0.0654
H -0.89992 -4.65800 4.50216  0.1265
H 3.37258 -7.23171 4.79288  0.1552
H 0.64477 -8.85963 3.49285  0.0986
H 1.84839 -3.11210 5.82567  0.1092
C -4.97395 -5.10054 -0.63035  0.0556
C -5.67395 -5.97817 -1.36764  -0.2063
C -6.63184 -5.63787 -2.48929  -0.3418
O -7.23160 -6.46101 -3.14909  0.1232
C -6.72626 -4.22129 -2.67776  0.0786
C -6.05080 -3.35480 -1.83151  -0.1940
C -5.09068 -3.67315 -0.72809  -0.3290
O -4.55403 -2.85898 0.00475  0.0875
O -6.09822 -2.04217 -2.04586  0.0813
O -5.46637 -7.29565 -1.35916  0.1162
H -4.26463 -5.53345 0.05948  0.1330
H -7.42961 -3.80285 -3.38247  0.1334
H -5.65905 -1.54869 -1.34929  0.0015
H -5.89830 -7.77465 -2.07021  0.1160

Properties
- Net charge: +1
- 2S+1: 1
- Total energy: -191748.799 eV
- Orbital gap: 6.858 eV